# 1
25
Properties=species:S:1:pos:R:3:mulliken_charge:R:1 method="wB97M-V/def2-TZVPD" mol_weight_da=230.4 homo_lumo_gap_ev=8.67 relative_energy_kcal_mol=29.0 largest_force_ha_per_bohr=0.095 energy_ha=-1297.6076
C 2.926 -2.179 0.000 -0.3888
C -2.408 -0.117 2.421 -0.3581
C 1.638 -1.761 -0.471 -0.6323
C -1.101 -0.164 1.918 -0.5604
C 3.640 -1.143 0.458 -0.3985
C -3.331 0.397 1.581 -0.4963
C 1.397 -0.455 -0.191 0.2079
C -1.105 0.413 0.708 0.3245
C -1.003 0.997 -2.398 -0.6108
C -0.440 2.161 -1.784 -0.4747
C -0.629 -0.100 -1.726 -0.9718
C 0.429 1.844 -0.823 -0.9293
C 0.310 0.345 -0.625 1.6603
S 2.757 0.358 0.478 -0.1284
S -2.650 0.826 0.070 -0.0227
H 3.359 -3.222 -0.082 0.3080
H -2.589 -0.541 3.420 0.3508
H 0.936 -2.376 -0.949 0.4314
H -0.104 -0.382 2.318 0.3944
H 4.717 -1.143 0.882 0.3142
H -4.408 0.578 1.975 0.2815
H -1.737 1.075 -3.181 0.4202
H -0.718 3.190 -1.845 0.3870
H -1.026 -1.056 -1.763 0.3873
H 1.140 2.456 -0.391 0.5044

# 2
33
Properties=species:S:1:pos:R:3:mulliken_charge:R:1 method="wB97M-V/def2-TZVPD" mol_weight_da=383.2 homo_lumo_gap_ev=8.06 relative_energy_kcal_mol=39.3 largest_force_ha_per_bohr=0.137 energy_ha=-3918.7762
O 2.576 0.497 1.421 -0.6263
O 1.067 2.500 0.968 -0.6547
Br 1.766 -1.303 -7.198 -0.1963
N -2.999 0.583 4.096 -0.6456
O -4.138 -0.234 6.012 -0.4825
C -3.294 -0.341 4.939 0.2588
C 0.463 -0.501 -4.694 -0.4225
C 2.517 0.612 -5.314 -0.4992
C -1.058 -2.014 2.621 -0.7341
C 0.574 0.160 -3.386 -0.3181
C 2.662 1.135 -4.056 -0.7315
C -0.148 -1.311 1.720 -0.7253
C -1.142 0.739 2.537 -0.2502
C 1.457 -0.261 -5.613 0.0192
C -2.051 0.052 3.365 0.6302
C -2.015 -1.252 3.466 0.2306
C 1.725 0.833 -3.089 0.4196
C -0.160 0.101 1.796 0.2719
N -2.854 -1.576 4.587 -0.2319
N 1.915 1.287 -1.766 -0.2155
N 1.365 0.601 -0.569 -0.2116
S 1.244 1.026 1.035 1.1490
H -4.397 0.713 5.938 0.3803
H -0.329 -1.090 -4.953 0.5207
H 3.181 0.936 -6.006 0.5019
H -0.935 -3.110 2.626 0.3125
H -0.259 -0.009 -2.706 0.4244
H 3.389 1.918 -3.852 0.2875
H 0.479 -1.905 1.078 0.3995
H -1.283 1.798 2.739 0.4256
H -3.534 -2.263 4.572 0.2625
H 2.608 2.039 -1.749 0.1892
H 1.610 -0.359 -0.567 0.2620

# 3
35
Properties=species:S:1:pos:R:3:mulliken_charge:R:1 method="wB97M-V/def2-TZVPD" mol_weight_da=453.5 homo_lumo_gap_ev="5.71 / 5.74" total_charge=-2 relative_energy_kcal_mol=2.7 largest_force_ha_per_bohr=0.006 energy_ha=-3955.1084
Fe -0.492 0.053 0.443 0.1571
Cl -0.492 0.099 2.898 -0.1610
C 1.186 -0.119 3.321 0.7446
C 1.462 -0.363 4.650 -0.8442
C 2.774 -0.512 5.078 -0.2449
C 3.792 -0.407 4.142 -0.7566
C 3.490 -0.166 2.816 0.3837
Cl 4.843 -0.048 1.713 -0.2691
C 2.175 -0.016 2.313 -0.1825
S 1.829 0.279 0.662 -0.3056
H 0.637 -0.434 5.348 0.3616
H 2.998 -0.709 6.119 0.3232
H 4.830 -0.515 4.430 0.3459
C 1.392 -0.203 -2.832 -0.9595
C -0.084 -0.184 -2.671 0.2273
N -0.750 -0.097 -1.547 0.0900
C -2.079 -0.166 -1.861 0.4031
C -2.229 -0.296 -3.213 0.0300
N -0.952 -0.294 -3.712 -0.0345
C -3.409 -0.407 -4.092 0.4962
O -4.558 -0.393 -3.494 -0.6356
O -3.256 -0.489 -5.307 -0.7299
C -3.070 -0.151 -0.754 0.6861
O -4.306 -0.205 -1.071 -0.8480
O -2.607 -0.096 0.391 -0.4790
H 1.864 -0.195 -1.852 0.0185
H 1.739 0.664 -3.401 0.2786
H 1.704 -1.111 -3.353 0.3033
H -0.739 -0.382 -4.691 0.2059
H -4.447 -0.303 -2.379 0.4159
C -0.684 2.073 0.360 -1.0822
H -0.233 2.496 -0.553 0.1892
H -0.197 2.588 1.202 0.3010
H -1.744 2.377 0.364 0.2399
Cl -0.387 -2.369 0.533 -0.6684

# 4
36
Properties=species:S:1:pos:R:3:mulliken_charge:R:1 method="wB97M-V/def2-TZVPD" mol_weight_da=494.2 homo_lumo_gap_ev=7.24 smiles="O[C@@H](Cc1c(F)c(I)cc2nsnc12)C(F)(F)F.C[C@@H]1COC(=O)O1" largest_force_ha_per_bohr=0.106 energy_ha=-2007.5982
O 1.067 -0.657 1.888 -0.5634
C 0.662 -1.658 0.896 -0.1658
C -0.274 -0.968 -0.217 0.4416
C -1.819 -1.315 0.150 0.2022
C -2.812 -0.128 0.243 0.3811
F -2.372 1.202 -0.018 -0.1665
C -4.317 -0.444 0.589 -0.4183
I -5.692 1.249 0.670 0.0386
C -4.863 -1.865 0.875 -0.6781
C -3.857 -3.064 0.791 0.5733
N -4.030 -4.474 1.002 -0.5920
S -2.553 -5.336 0.748 0.1959
N -1.546 -4.007 0.365 -0.4283
C -2.330 -2.798 0.408 0.1507
C 1.956 -2.405 0.240 0.6376
F 1.538 -3.744 -0.103 -0.2497
F 2.912 -2.571 1.290 -0.2578
F 2.499 -1.713 -0.878 -0.2362
H 1.486 0.072 1.375 0.3215
H 0.133 -2.477 1.510 0.3590
H -0.107 0.189 -0.190 -0.1551
H -0.013 -1.280 -1.301 0.3560
H -5.949 -2.108 1.135 0.3178
C 3.129 3.835 0.401 -1.4862
C 2.685 2.827 -0.636 0.5507
C 2.456 3.413 -1.997 -0.5811
O 1.509 2.511 -2.558 -0.3245
C 0.814 1.979 -1.514 0.6451
O -0.180 1.317 -1.623 -0.5354
O 1.397 2.301 -0.322 -0.3539
H 2.452 4.693 0.435 0.3446
H 3.116 3.387 1.399 0.3670
H 4.139 4.194 0.191 0.3933
H 3.390 1.988 -0.671 0.2864
H 3.365 3.444 -2.599 0.3108
H 2.008 4.412 -1.973 0.3191